Entry 1:
Molecular formula: C11H31INO5
Method: DFT, ωB97M-V with the def2-TZVPD basis set

Geometry as ORCA input:
```
! wB97M-V def2-TZVPD RIJCOSX def2/J DEFGRID3
* xyz -1 1
I -13.074 -16.012 5.847
C -12.190 -11.579 8.493
O -13.216 -11.341 7.608
H -12.691 -11.136 9.354
H -12.134 -12.661 8.612
H -11.223 -11.155 8.222
H -13.054 -12.105 7.050
C -18.442 -14.911 8.373
O -17.196 -15.487 8.677
H -19.378 -15.458 8.485
H -18.458 -13.923 8.834
H -18.329 -14.634 7.325
H -16.508 -15.219 8.064
C -13.930 -15.298 14.134
O -13.040 -16.146 13.349
C -13.239 -16.258 11.962
C -12.174 -17.199 11.412
N -12.030 -18.547 12.049
C -13.124 -19.479 11.597
C -14.432 -19.251 12.227
O -14.354 -18.535 13.445
C -15.650 -18.153 14.129
H -13.582 -15.278 15.166
H -14.926 -15.741 14.118
H -14.060 -14.347 13.618
H -13.132 -15.242 11.580
H -14.225 -16.664 11.736
H -11.186 -16.741 11.424
H -12.253 -17.373 10.339
H -11.103 -18.869 11.808
H -12.846 -20.442 12.025
H -13.148 -19.543 10.509
H -14.961 -20.204 12.227
H -15.067 -18.721 11.518
H -16.241 -17.533 13.454
H -15.499 -17.876 15.172
H -16.191 -19.066 13.880
C -18.935 -20.384 5.800
C -17.841 -19.874 6.748
C -17.680 -20.511 8.112
O -16.727 -20.218 6.005
H -18.679 -19.924 4.846
H -19.907 -20.109 6.209
H -19.021 -21.463 5.669
H -17.892 -18.822 7.029
H -16.607 -20.664 8.229
H -18.315 -21.375 8.306
H -18.017 -19.783 8.850
H -16.154 -19.449 6.046
*
```

Computed properties:
Lowest unoccupied orbital energy: 2.5 eV
M: 384.3 g mol⁻¹
ΔE to the lowest compared entry with this formula, charge and spin: 60.3 kcal/mol

Entry 2:
Molecular formula: C11H32BrO5
Method: DFT, ωB97M-V with the def2-TZVPD basis set

Geometry as ORCA input:
```
! wB97M-V def2-TZVPD RIJCOSX def2/J DEFGRID3
* xyz -1 1
Br -1.264 0.744 0.678
C 1.167 -3.901 -1.888
C 0.510 -2.860 -0.917
C 0.796 -3.100 0.564
O 0.905 -1.507 -1.251
H 1.156 -3.479 -2.893
H 0.680 -4.876 -1.881
H 2.249 -4.015 -1.810
H -0.553 -2.952 -1.139
H 1.834 -3.425 0.633
H 0.163 -3.913 0.920
H 0.532 -2.284 1.236
H 0.659 -0.976 -0.489
C -3.045 -2.444 -3.356
C -3.031 -0.938 -3.063
C -4.061 -0.527 -1.935
O -1.769 -0.775 -2.493
H -2.288 -2.636 -4.116
H -3.960 -2.835 -3.802
H -2.754 -2.996 -2.463
H -3.164 -0.376 -3.987
H -3.900 0.506 -1.626
H -3.920 -1.165 -1.063
H -5.126 -0.474 -2.158
H -1.870 -0.193 -1.736
C 2.331 2.136 3.562
C 2.904 0.855 2.911
C 2.980 -0.406 3.747
O 2.157 0.620 1.764
H 2.069 2.895 2.824
H 3.196 2.514 4.107
H 1.461 1.926 4.184
H 3.874 1.087 2.471
H 1.989 -0.825 3.915
H 3.524 -0.226 4.674
H 3.474 -1.164 3.139
H 1.227 0.561 1.996
C -2.108 4.818 1.467
O -0.943 4.145 1.884
H -1.810 5.264 0.518
H -2.817 4.026 1.228
H -2.636 5.380 2.237
H -0.929 3.302 1.424
C 1.976 2.620 -1.409
O 1.084 1.527 -1.622
H 2.776 2.330 -0.728
H 2.412 2.953 -2.352
H 1.410 3.458 -1.005
H 0.453 1.600 -0.902
*
```

Computed properties:
Lowest unoccupied orbital energy: 3.2 eV
M: 324.3 g mol⁻¹
ΔE to the lowest compared entry with this formula, charge and spin: 35.5 kcal/mol

What is the formula in the first record? C11H31INO5